153
Properties=species:S:1:pos:R:3:forces:R:3 method="wB97M-V/def2-TZVPD" charge=0 de_lowest_ev=5.623 homo_lumo_gap_ev=8.190 multiplicity=1
O -1.235815 -2.293202 -7.116615 0.0 -0.1 0.1
H -1.233646 -2.517287 -8.050312 0.0 0.0 -0.1
H -1.341287 -1.338978 -7.097280 0.0 0.1 0.0
O 2.705562 -3.766383 -8.006019 0.1 0.1 0.0
H 2.242872 -4.330491 -8.629859 0.0 -0.1 -0.1
H 2.220209 -3.866173 -7.183760 -0.1 0.0 0.1
O 2.051405 1.756467 -1.385399 0.2 0.2 -0.1
H 1.543988 1.102138 -0.884186 0.1 -0.2 0.1
H 1.450386 2.060090 -2.068398 0.0 0.1 0.0
C -3.645437 6.541441 -1.523685 -2.1 0.1 0.8
O -3.831351 5.167923 -1.847210 0.6 0.6 -0.9
C -2.834382 4.669342 -2.734445 -0.5 -0.6 1.2
C -2.927326 3.109842 -2.637995 0.7 1.3 -1.4
N -4.016109 2.536951 -3.433972 -0.2 0.7 0.7
C -3.986474 1.107844 -3.220454 -0.9 -0.2 0.1
C -5.137011 0.348495 -3.857084 0.4 -0.4 -0.1
O -4.852213 -0.013841 -5.212776 -0.4 0.2 0.4
C -4.190027 -1.259925 -5.260283 0.2 -0.3 0.2
H -3.172306 6.687266 -0.551154 0.8 -0.2 -0.3
H -4.666522 6.875240 -1.321013 -0.1 0.2 0.0
H -3.310356 7.231190 -2.298756 0.6 -0.5 -0.2
H -1.901229 5.158231 -2.439431 0.6 -0.9 0.4
H -2.901528 5.039869 -3.762197 -0.8 -0.2 -0.3
H -3.014481 2.741703 -1.616965 0.1 0.3 0.1
H -2.006998 2.749378 -3.112785 0.6 -0.2 0.5
H -3.760413 2.729045 -4.394476 -0.4 -0.1 -0.2
H -4.187677 0.856602 -2.176038 0.7 0.6 0.4
H -2.988521 0.772657 -3.518883 0.0 -0.9 0.1
H -6.084537 0.866725 -3.697641 0.2 0.7 -0.9
H -5.367280 -0.518609 -3.230158 0.6 -0.6 -0.3
H -4.867105 -2.041329 -4.908866 0.0 -0.2 -0.2
H -3.297911 -1.318881 -4.630199 0.0 0.3 0.3
H -3.814637 -1.484763 -6.257705 -0.5 0.2 -0.2
C -10.273284 3.141919 -0.743148 -0.1 -0.3 -0.1
O -8.945625 3.514029 -0.575111 1.6 0.4 -0.1
C -7.972724 2.454942 -0.459693 -0.1 1.1 0.0
C -6.510459 3.039115 -0.395473 -2.0 -0.2 0.5
N -6.287534 3.830710 0.815240 1.0 0.8 -0.7
C -6.644986 3.227378 2.051241 -0.9 -1.4 -0.4
C -5.827472 3.657968 3.219041 0.0 0.6 1.9
O -4.405111 3.678016 3.044953 -1.0 -0.3 -0.8
C -3.911579 2.373190 2.794734 1.1 0.1 0.3
H -10.802015 4.001198 -1.155250 -0.1 0.1 0.4
H -10.680925 2.806191 0.213286 -0.4 0.0 0.0
H -10.429586 2.357298 -1.489921 0.3 -0.3 0.0
H -8.111908 1.848829 -1.356839 0.4 -0.4 0.1
H -8.199857 1.893567 0.448648 0.0 -0.4 -0.1
H -6.414320 3.669546 -1.278157 0.5 -0.1 0.0
H -5.805337 2.203365 -0.385089 -0.1 -0.3 -0.5
H -5.293953 4.016705 0.884616 0.1 0.3 -0.4
H -6.561627 2.132177 2.036891 0.0 -0.4 -0.3
H -7.715631 3.404442 2.179145 0.0 0.1 0.7
H -6.034561 3.014730 4.079899 -0.1 -0.5 -0.2
H -6.189136 4.600223 3.634860 0.7 0.6 -0.6
H -3.855475 1.781175 3.711656 -0.4 -0.1 0.2
H -2.873695 2.488944 2.482464 0.0 0.1 -0.1
H -4.411121 1.784139 2.023992 -0.3 0.3 -0.1
C 0.370106 -4.231688 -0.927809 1.0 -0.4 0.5
O 0.796192 -3.892587 0.387838 0.0 0.0 -0.4
C 0.153805 -4.599414 1.430484 0.4 0.2 0.2
C 1.118616 -4.580000 2.645902 -0.9 0.8 -0.7
N 2.487213 -4.834733 2.259652 -0.1 -0.5 0.8
C 3.454536 -4.421223 3.274355 1.4 0.7 -0.8
C 4.863429 -4.998322 2.904762 -0.8 -0.5 0.1
O 5.352510 -4.803664 1.572795 -0.8 0.1 0.1
C 5.671467 -3.444867 1.388516 -0.1 1.1 0.6
H 1.177916 -3.874298 -1.565858 -0.5 0.5 -0.3
H -0.625255 -3.847822 -1.152494 0.1 0.1 -0.2
H 0.419318 -5.312037 -1.084288 -0.4 -0.2 0.2
H -0.153671 -5.580529 1.063508 0.2 -0.2 0.2
H -0.736139 -4.029569 1.710167 -0.3 -0.2 0.1
H 0.741811 -5.207469 3.454046 0.2 -0.3 -0.1
H 0.980477 -3.550272 2.997155 0.3 0.3 0.4
H 2.660419 -4.252150 1.450636 0.1 -0.2 -0.3
H 3.286150 -4.727645 4.307494 -0.5 -0.6 -0.2
H 3.475940 -3.329254 3.353176 0.1 0.3 0.0
H 4.681148 -6.063207 3.053523 0.5 -0.2 -0.4
H 5.637980 -4.694851 3.612300 -0.1 0.3 0.2
H 5.742260 -3.043111 0.377136 0.1 -1.1 -0.4
H 6.602396 -3.203957 1.907802 0.1 0.1 0.0
H 4.888466 -2.805337 1.805279 0.0 0.0 0.3
C -0.313257 2.992113 1.198209 -0.4 -0.7 0.3
O 0.065625 1.608139 1.081315 0.3 0.6 -1.1
C -0.949559 0.735076 0.586272 0.3 0.5 0.3
C -0.317082 -0.614599 0.340419 -0.5 -0.6 0.5
N 0.477153 -0.737386 -0.898536 0.0 0.1 0.4
C -0.256884 -0.346404 -2.089827 0.2 1.1 -0.7
C 0.496417 -0.561875 -3.444935 -1.8 -1.2 2.0
O 0.354975 -1.988091 -3.637765 2.0 -0.2 -1.5
C 1.146277 -2.409083 -4.790852 0.1 0.0 0.1
H 0.005566 3.237496 2.210825 -0.7 0.5 0.1
H -1.377040 3.066426 0.964763 -0.2 0.2 0.8
H 0.098487 3.762479 0.541938 0.9 -0.7 -0.5
H -1.449946 1.132102 -0.299441 0.1 0.2 -0.1
H -1.712013 0.660284 1.365588 -0.2 -0.3 0.0
H -1.086814 -1.382941 0.478251 -0.6 -0.1 -0.9
H 0.194126 -0.834364 1.280562 1.1 0.2 -0.4
H 0.797769 -1.684378 -1.046696 0.1 -0.1 0.5
H -0.415042 0.731509 -2.005665 -0.2 0.1 -0.2
H -1.252800 -0.796687 -2.134414 -0.1 -0.2 -0.2
H 1.498678 -0.145863 -3.334462 0.3 -0.5 -0.3
H -0.065941 -0.095258 -4.255517 0.1 0.4 0.0
H 0.834198 -3.350045 -5.244756 -1.0 0.1 0.3
H 2.196575 -2.632879 -4.590797 0.1 0.5 0.7
H 1.144488 -1.643596 -5.567410 -0.2 0.0 0.0
C 7.051279 -8.751801 0.611287 1.2 0.7 -0.3
O 6.576205 -8.631142 -0.703032 -0.7 0.4 -0.2
C 6.199587 -7.287693 -0.987364 0.0 0.2 0.2
C 5.712794 -7.213253 -2.418758 -0.5 -1.3 -0.2
N 5.126164 -5.983511 -2.919370 -0.3 -0.8 1.4
C 6.062550 -4.920484 -3.140882 -0.6 0.5 -1.3
C 5.387994 -3.677145 -3.752542 1.2 -0.7 0.4
O 5.118277 -2.749834 -2.723660 -1.2 0.7 -0.8
C 3.835205 -2.890636 -2.140421 -0.2 -0.1 0.7
H 7.867257 -8.030799 0.736709 0.4 -0.1 0.0
H 7.472790 -9.752627 0.681127 -0.3 0.0 0.5
H 6.381231 -8.428992 1.411455 -0.7 -0.6 -0.2
H 7.052566 -6.636913 -0.775988 0.2 0.2 -0.1
H 5.394563 -6.962349 -0.323360 -0.1 0.0 0.1
H 4.895537 -7.936096 -2.485446 0.0 -0.2 0.2
H 6.444982 -7.647046 -3.108767 0.6 0.3 0.1
H 4.625206 -6.333326 -3.723845 0.0 1.0 -0.5
H 6.831273 -5.252868 -3.846477 0.6 0.1 0.2
H 6.461048 -4.528967 -2.205484 0.4 -0.5 0.1
H 4.532345 -3.990748 -4.354132 -0.3 0.3 0.1
H 6.141024 -3.236098 -4.406635 -0.2 0.3 -0.1
H 3.586576 -1.986050 -1.584029 0.6 -0.1 0.5
H 3.834532 -3.798714 -1.533835 -0.2 0.1 0.4
H 2.942321 -2.963821 -2.766962 0.5 -0.2 -1.0
C 2.714381 1.636613 3.772373 -1.1 2.6 -0.3
O 2.964739 1.902298 5.142909 0.2 -1.6 0.1
C 2.263049 2.958003 5.693718 -0.1 2.1 0.9
C 2.967123 4.312812 5.556544 0.2 1.0 -0.4
N 2.249473 5.441903 6.151035 0.9 -2.2 1.1
C 2.722280 6.777189 5.875598 -1.9 -0.7 2.0
C 2.017093 7.735200 6.889416 0.0 0.3 -1.5
O 0.631985 7.630970 6.720507 -1.1 -0.6 -1.1
C -0.123265 8.408769 7.589050 0.5 0.8 1.3
H 1.638146 1.709392 3.590714 -0.2 -0.8 0.0
H 3.140199 0.748724 3.314021 0.3 0.0 0.7
H 3.030766 2.557501 3.272999 0.6 -0.4 -0.7
H 2.225079 2.806284 6.773995 -0.2 -0.4 0.0
H 1.252520 3.207992 5.354223 -0.4 -1.1 -0.4
H 3.060559 4.629567 4.512684 0.6 -0.7 -0.4
H 3.950244 4.151284 6.005266 0.3 0.4 -0.1
H 1.324637 5.212138 6.474662 -0.1 0.8 -0.1
H 2.441667 6.962857 4.836501 0.5 1.0 -0.1
H 3.781475 6.870317 6.117207 0.2 -0.1 -0.5
H 2.322005 8.738382 6.574724 0.1 0.3 0.4
H 2.198807 7.578837 7.954841 0.8 -0.3 -0.1
H -0.035154 8.038976 8.615954 -0.2 -0.3 0.1
H -1.181292 8.493661 7.348089 0.1 -0.5 -0.5
H 0.265210 9.428700 7.674249 0.1 0.2 -0.4